No. 1
Here is an isolated molecule of C2H8NOP from OMol25. Energies are from ωB97M-V/def2-TZVPD.

Structure (XYZ):
```
13
Properties=species:S:1:pos:R:3
C 1.80388 -0.22239 0.03464
C -0.84646 1.18483 -0.26903
N -1.73701 -1.38315 -0.52631
O 0.65690 -1.04695 0.52248
P -0.78570 -0.49922 0.27512
H 2.32721 0.36377 0.91130
H 2.53570 -0.87705 -0.43297
H 1.36346 0.38141 -0.73142
H -1.04112 1.14152 -1.28961
H -1.57694 1.66556 0.25880
H 0.11423 1.57180 -0.10023
H -1.68173 -2.30480 -0.22283
H -1.13243 0.02466 1.57006
```

- Orbital gap: 9.889 eV
- Electronic energy: -552.300643 hartree
- SMILES string: CO[P@@H](C)=N
- LUMO: 0.802 eV


No. 2
Here is a 2-piece molecular cluster, C2H8NOPS overall from OMol25. Energies are from ωB97M-V/def2-TZVPD.

Structure (XYZ):
```
14
Properties=species:S:1:pos:R:3
C 0.66924 1.70315 0.54570
C 1.36515 0.56411 1.46215
N -1.66209 -1.76777 -0.50366
O -1.14322 -0.24369 2.43983
P 0.16306 -0.71355 2.10673
S 0.74740 -2.52621 2.35284
H 0.37856 1.19434 -0.39018
H -0.24020 1.75592 1.20260
H 1.38290 2.59727 0.52256
H 1.85688 1.15171 2.29715
H 2.04391 -0.08295 0.95643
H -0.65236 -1.53583 -0.58077
H -2.06333 -1.29976 -1.24416
H -1.62082 -2.74816 -0.65001
```

- Orbital gap: 9.448 eV
- Electronic energy: -950.535690 hartree
- SMILES string: CCP(=O)=S.N
- LUMO: -0.184 eV


No. 3
Here is an isolated molecule of C2H8NOPS2 from OMol25. Energies are from ωB97M-V/def2-TZVPD.

Structure (XYZ):
```
15
Properties=species:S:1:pos:R:3
C -0.32199 -2.04938 0.72646
C -1.67142 0.81949 -0.97155
N 2.24899 0.72993 0.49497
O 0.46011 -0.90784 0.74146
P 1.50355 -0.36783 -0.37034
S 0.15896 2.96574 0.11198
S 0.06375 1.43218 -1.19816
H -1.32372 -1.77684 1.00812
H 0.28121 -2.78640 1.30949
H -0.35455 -2.51506 -0.27292
H -1.62477 0.05511 -0.02334
H -1.94411 0.32241 -1.85424
H -2.29850 1.66240 -0.73411
H 1.64004 1.42722 0.84785
H 3.18246 0.98886 0.18435
```

- Orbital gap: 7.956 eV
- Electronic energy: -1348.702446 hartree
- SMILES string: COP(N)#S(C)=S
- LUMO: 0.287 eV


No. 4
Here is an isolated molecule of C2H8NOPS2 from OMol25. Energies are from ωB97M-V/def2-TZVPD.

Structure (XYZ):
```
15
Properties=species:S:1:pos:R:3
C -1.30428 0.31665 -0.41918
C 0.11833 0.17396 -1.12360
N 1.22362 0.18979 -0.16801
O 2.63842 -0.75671 1.61348
P 1.09300 -0.95742 1.16873
S -0.04633 -0.69677 2.78811
S 1.28101 -2.85244 0.16326
H -1.57419 1.31579 -0.00544
H -2.17573 0.10746 -1.08960
H -1.40579 -0.33096 0.37767
H 0.06658 -0.81714 -1.46816
H 0.19161 0.97055 -1.88876
H 1.62204 1.00032 0.23649
H 3.19806 -0.51269 0.87081
H -0.03232 -3.25129 0.05107
```

- Orbital gap: 9.156 eV
- Electronic energy: -1348.765269 hartree
- SMILES string: CCN[P@@](O)(=S)S
- LUMO: 0.236 eV


No. 5
Here is a 2-piece molecular cluster, C2H8NOS overall from OMol25. Energies are from ωB97M-V/def2-TZVPD.

Structure (XYZ):
```
13
Properties=species:S:1:pos:R:3
C -0.37549 1.77787 0.41543
N 0.14247 0.41726 0.24322
C -0.60737 -0.52016 1.20685
O -1.93204 -0.52892 1.07735
H -1.46171 1.74488 0.55584
H -0.10746 2.39751 -0.44648
H 0.07468 2.23809 1.30262
H -0.18601 0.09459 -0.66186
H -0.24838 -0.18151 2.21493
H -0.12944 -1.50816 1.01262
S 1.55228 -2.07435 -1.70219
H 2.23829 -1.17956 -2.42629
H 1.04019 -2.67753 -2.79205
```

- Orbital gap: 5.459 eV
- Electronic energy: -609.147981 hartree
- Charge: -1
- LUMO: 3.202 eV


No. 6
Here is a 2-piece molecular cluster, C2H8NOS overall from OMol25. Energies are from ωB97M-V/def2-TZVPD.

Structure (XYZ):
```
13
Properties=species:S:1:pos:R:3
C 1.03572 -1.57635 0.63348
C 0.46324 0.23616 -0.84478
N -1.76997 1.16245 0.64481
O 1.23112 -0.76560 -0.61044
S 0.84864 1.09104 -2.24505
H 1.91482 -1.40340 1.33033
H 0.93092 -2.54309 0.30317
H 0.01138 -1.31589 1.08143
H -0.48861 0.59485 -0.35149
H -1.58558 2.15609 0.63201
H -1.90181 0.72447 1.50332
H -2.70390 1.30591 0.26723
H 2.01405 0.33337 -2.34402
```

- Orbital gap: 10.128 eV
- Electronic energy: -608.862292 hartree
- Charge: +1
- LUMO: -4.875 eV


No. 7
Here is a 2-piece molecular cluster, C2H8NOS overall from OMol25. Energies are from ωB97M-V/def2-TZVPD.

Structure (XYZ):
```
13
Properties=species:S:1:pos:R:3
C -0.51898 0.42711 -1.98453
C -0.40023 -0.64044 0.63477
N 1.04849 0.07588 1.33231
O -0.96731 0.14807 -0.11877
S -1.48109 -0.93770 2.07935
H -0.76332 -0.52906 -2.42050
H 0.45689 0.83626 -1.86821
H -1.24439 1.10491 -2.29293
H 0.05912 -1.45730 0.10690
H 1.31126 -0.19736 2.27374
H 0.87891 1.01843 1.43537
H 1.82156 -0.21093 0.81701
H -2.62553 -0.13906 1.68029
```

- Orbital gap: 9.178 eV
- Electronic energy: -608.813995 hartree
- Charge: +1
- LUMO: -4.569 eV


No. 8
Here is a 2-piece molecular cluster, C2H8NOS overall from OMol25. Energies are from ωB97M-V/def2-TZVPD.

Structure (XYZ):
```
13
Properties=species:S:1:pos:R:3
C -0.17395 -1.79119 0.64180
C -1.22567 1.11576 0.37405
N 1.50361 0.62130 -1.86838
O 1.03682 0.46781 1.74895
S 0.29466 0.09181 0.60185
H 0.08203 -2.23035 1.56591
H 0.53237 -2.28127 -0.13243
H -1.31702 -1.72122 0.45920
H -1.72496 0.46535 -0.30338
H -0.90338 1.87774 -0.37803
H -1.83730 1.44333 1.23852
H 2.39615 0.34055 -1.95827
H 1.33664 1.60037 -1.98981
```

- Orbital gap (spin up / spin down): 9.263 / 8.522 eV
- Electronic energy: -608.721680 hartree
- Charge: +1
- LUMO (spin up / spin down): -5.475 / -7.440 eV


No. 9
Here is an isolated ion of composition C2H8NOSi and charge -1 from OMol25. Energies are from ωB97M-V/def2-TZVPD.

Structure (XYZ):
```
13
Properties=species:S:1:pos:R:3
C 0.44724 1.42014 -0.16053
C 0.25761 -1.77913 0.13349
N -1.98407 0.00896 0.89066
O -2.41178 0.22778 -0.49876
Si -0.75020 -0.09413 -0.36035
H 0.66766 1.55180 0.97427
H 1.44181 1.12280 -0.70024
H -0.13209 2.33390 -0.61058
H 0.77183 -1.96242 -0.68765
H 0.86090 -1.59614 0.93582
H -0.56680 -2.49464 0.32705
H -2.29406 0.91126 1.43351
H -0.53936 -0.36439 -1.92453
```

- Orbital gap: 7.456 eV
- Electronic energy: -500.440600 hartree
- Charge: -1
- LUMO: 4.494 eV


No. 10
Here is a 2-piece molecular cluster, C2H8NS overall from OMol25. Energies are from ωB97M-V/def2-TZVPD.

Structure (XYZ):
```
12
Properties=species:S:1:pos:R:3
S 2.59304 0.07989 -0.38639
H 1.59829 -0.65619 -0.87100
C -2.49132 0.87772 -0.14158
C -1.30304 0.27050 0.59429
N -1.34442 -1.21172 0.45756
H -2.62760 0.31363 -1.06813
H -2.29030 1.89950 -0.47793
H -3.41023 0.90252 0.44068
H -1.35942 0.52848 1.65208
H -0.36619 0.63639 0.17410
H -0.71033 -1.60158 1.14464
H -0.91855 -1.38601 -0.43762
```

- Orbital gap: 6.547 eV
- Electronic energy: -533.963726 hartree
- Charge: -1
- LUMO: 3.957 eV


No. 11
Here is a 2-piece molecular cluster, C2H8O overall from OMol25. Energies are from ωB97M-V/def2-TZVPD.

Structure (XYZ):
```
11
Properties=species:S:1:pos:R:3
C 0.00000 0.00000 0.00000
C -1.26088 -0.62384 0.41488
H 0.37113 0.73726 0.73166
H -0.05463 0.48351 -0.98987
H 0.71975 -0.83399 -0.05507
H -1.56614 -1.27554 -0.42101
H -2.03157 0.15267 0.55515
H -1.20369 -1.23264 1.33288
O 0.58057 1.81318 2.59502
H 1.02628 2.38725 1.93165
H 0.67871 0.90094 2.23943
```

- Orbital gap: 12.331 eV
- Electronic energy: -156.213290 hartree
- SMILES string: CC.O
- LUMO: 0.963 eV


No. 12
Here is a 2-piece molecular cluster, C2H8O2 overall from OMol25. Energies are from ωB97M-V/def2-TZVPD.

Structure (XYZ):
```
12
Properties=species:S:1:pos:R:3
O 3.92504 2.18035 0.36521
C 3.13868 3.14328 -0.37356
H 4.86728 2.44930 0.38114
H 3.26143 4.18105 -0.02058
H 2.07476 2.86560 -0.28653
H 3.42860 3.09668 -1.43675
O -2.70217 -2.55459 0.84190
C -3.64576 -2.92036 -0.07250
H -2.61157 -3.25100 1.52543
H -4.27565 -2.10988 -0.47619
H -4.29211 -3.63240 0.46773
H -3.16852 -3.44806 -0.91534
```

- Orbital gap: 11.268 eV
- Electronic energy: -231.424068 hartree
- SMILES string: CO.CO
- LUMO: 1.023 eV


No. 13
Here is a 2-piece molecular cluster, C2H8O2 overall from OMol25. Energies are from ωB97M-V/def2-TZVPD.

Structure (XYZ):
```
12
Properties=species:S:1:pos:R:3
O 0.72857 0.34970 2.02583
C -0.72474 1.01871 0.19756
C -0.66572 0.67251 1.73420
H 1.04900 -0.34821 1.41703
H -1.78863 1.19379 -0.03502
H -0.36843 0.16655 -0.40534
H -0.15004 1.91599 -0.08741
H -1.28901 -0.23616 1.84040
H -1.10991 1.46163 2.37093
O 1.36103 -1.75678 -3.26404
H 2.23329 -2.02622 -2.89686
H 0.72458 -2.41150 -2.89726
```

- Orbital gap: 10.751 eV
- Electronic energy: -231.448771 hartree
- SMILES string: CCO.O
- LUMO: 0.582 eV


No. 14
Here is a 2-piece molecular cluster, C2H8O2 overall from OMol25. Energies are from ωB97M-V/def2-TZVPD.

Structure (XYZ):
```
12
Properties=species:S:1:pos:R:3
C 1.22482 0.33851 0.62873
O 2.41120 0.60729 -0.05622
C 1.32513 -0.65921 1.76097
H 0.91366 1.40077 1.24361
H 0.34486 0.19114 -0.10974
H 2.52102 1.51597 0.01335
H 0.94624 -0.32830 2.69055
H 0.68938 -1.54366 1.52198
H 2.37736 -0.96819 1.80429
H -4.58067 -0.52587 -3.87639
H -4.28778 0.11806 -2.34601
O -3.88523 -0.14651 -3.27512
```

- Orbital gap: 11.183 eV
- Electronic energy: -231.420102 hartree
- SMILES string: CCO.O
- LUMO: 0.859 eV


No. 15
Here is a 2-piece molecular cluster, C2H8O2 overall from OMol25. Energies are from ωB97M-V/def2-TZVPD.

Structure (XYZ):
```
12
Properties=species:S:1:pos:R:3
C 0.41653 -2.32794 -0.41166
O 0.48698 -0.87484 -0.69972
H -0.26011 -2.93178 -1.06236
H 1.38544 -2.88474 -0.43137
H -0.06435 -2.42491 0.63679
H -0.01712 -0.43041 -1.44618
C -0.41673 2.26291 0.40342
O 0.16151 1.43341 1.43271
H -0.63671 1.68129 -0.52626
H -1.17436 2.87629 0.81235
H 0.26453 3.05837 0.12308
H -0.14562 0.56236 1.16920
```

- Orbital gap: 10.742 eV
- Electronic energy: -231.409435 hartree
- SMILES string: CO.CO
- LUMO: 0.730 eV


No. 16
Here is a 2-piece molecular cluster, C2H8O2 overall from OMol25. Energies are from ωB97M-V/def2-TZVPD.

Structure (XYZ):
```
12
Properties=species:S:1:pos:R:3
C -0.02825 -1.91836 -1.08481
O 0.70629 -1.43866 0.01647
H 0.26865 -1.80603 0.78892
H -0.41113 -2.93183 -1.05863
H -0.83179 -1.19819 -1.33831
H 0.62665 -1.81900 -1.97394
C -0.35764 2.08224 0.85174
O 0.88611 1.64342 0.24137
H 1.05900 0.71528 0.48595
H -0.07122 3.03957 1.27630
H -0.80260 1.65881 1.76727
H -1.04407 1.97274 0.02768
```

- Orbital gap: 10.774 eV
- Electronic energy: -231.418025 hartree
- SMILES string: CO.CO
- LUMO: 0.717 eV


No. 17
Here is a 2-piece molecular cluster, C2H8O2 overall from OMol25. Energies are from ωB97M-V/def2-TZVPD.

Structure (XYZ):
```
12
Properties=species:S:1:pos:R:3
C 0.33352 -0.60258 0.14150
O -1.05731 -0.65819 0.48886
C 1.24139 -1.87024 0.67279
H 0.70149 0.14505 0.85844
H 0.60614 -0.52658 -0.92753
H -1.15403 -0.64743 1.41432
H 0.89027 -2.08388 1.80249
H 2.26433 -1.45259 0.59227
H 1.22443 -2.69218 -0.07854
H -1.38121 3.17768 -2.36125
H -2.09655 3.93394 -1.13802
O -1.57248 3.27701 -1.46532
```

- Orbital gap: 10.756 eV
- Electronic energy: -231.412586 hartree
- SMILES string: CCO.O
- LUMO: 1.015 eV


No. 18
Here is a 2-piece molecular cluster, C2H8O2 overall from OMol25. Energies are from ωB97M-V/def2-TZVPD.

Structure (XYZ):
```
12
Properties=species:S:1:pos:R:3
C -0.33783 -1.22614 -0.64236
C 0.06979 1.39234 0.35226
H 1.41866 -0.74886 -0.22891
H -1.19196 -0.78184 -1.12849
H -0.32800 -2.30426 -1.05124
H -0.52204 -1.39028 0.43564
H -0.20595 0.06207 1.89181
H 0.91487 1.60828 -0.33783
H -0.79386 1.30369 -0.36995
H -0.19012 2.30861 0.91268
O 0.78399 -0.42203 -0.88317
O 0.38245 0.19842 1.04956
```

- Orbital gap: 10.409 eV
- Electronic energy: -231.365231 hartree
- SMILES string: CO.CO
- LUMO: 0.775 eV


No. 19
Here is C2H8OP2S as an isolated structure from OMol25. Energies are from ωB97M-V/def2-TZVPD.

Structure (XYZ):
```
14
Properties=species:S:1:pos:R:3
C 1.84272 1.60028 0.28241
C 1.08453 0.31265 -0.12486
O -3.34495 -1.71756 -0.65540
P -2.86393 -1.28900 0.85090
P -1.31856 0.35786 0.33864
S -2.24579 1.72086 -0.74126
H 1.10956 2.34081 0.63963
H 2.45164 1.29844 1.16117
H 2.47364 2.03081 -0.47849
H 1.35551 -0.74206 0.18104
H 1.08817 0.39515 -1.21372
H -4.18620 -1.60410 -1.06535
H -2.03813 -2.38712 0.95090
H -1.14304 0.74589 1.79650
```

- Orbital gap: 7.535 eV
- Electronic energy: -1237.054686 hartree
- LUMO: -0.613 eV